(1)
# C5H8N2

One molecule with the formula C5H8N2 at a distorted geometry (ωB97M-V/def2-TZVPD, the OMol25 dataset).

Computed properties:
Charge: 0
SMILES: Cc1cn(C)cn1
Energy above the lowest of the compared OMol25 structures with the same formula, charge and spin, kJ/mol: 92.2
Orbital gap, eV: 9.3305
HOMO, eV: -8.42
Molar mass, g mol⁻¹: 96.133

Element x y z (Å)
N  0.993  -0.175  -0.131
N  -0.790  -1.482  0.087
C  -0.038  0.639  0.051
C  0.500  -1.437  0.008
C  -1.125  -0.155  0.033
C  -2.460  0.387  -0.031
C  2.370  0.209  0.043
H  1.134  -2.243  0.240
H  2.652  0.619  1.038
H  2.819  -0.736  -0.232
H  -0.020  1.706  -0.138
H  -3.080  0.153  0.769
H  2.536  0.874  -0.756
H  -2.405  1.431  -0.095
H  -3.085  0.210  -0.885


(2)
# C5H8N2

One molecule with the formula C5H8N2 at a distorted geometry (ωB97M-V/def2-TZVPD, the OMol25 dataset).

Computed properties:
Charge: 0
SMILES: CCn1ccnc1
Energy above the lowest of the compared OMol25 structures with the same formula, charge and spin, kJ/mol: 232.2
Orbital gap, eV: 9.8314
HOMO, eV: -8.81
Molar mass, g mol⁻¹: 96.133

Element x y z (Å)
N  -0.786  -1.114  1.156
N  -0.448  1.006  0.413
C  0.388  0.793  1.547
C  0.190  0.858  -0.930
C  0.162  -0.469  1.959
C  0.271  -0.694  -1.468
C  -1.157  -0.196  0.339
H  1.223  1.218  -0.882
H  0.555  -0.979  2.823
H  0.289  -0.559  -2.542
H  -0.464  -1.519  -1.318
H  0.875  1.612  2.065
H  1.187  -1.134  -1.073
H  -1.902  -0.274  -0.442
H  -0.382  1.452  -1.647


(3)
# C5H8N2

One molecule with the formula C5H8N2 at a distorted geometry (ωB97M-V/def2-TZVPD, the OMol25 dataset).

Computed properties:
Charge: 0
SMILES: C[C@H]1CN[C@H]1C#N
Energy above the lowest of the compared OMol25 structures with the same formula, charge and spin, kJ/mol: 186.1
Orbital gap, eV: 10.6687
HOMO, eV: -9.76
Molar mass, g mol⁻¹: 96.133

Element x y z (Å)
N  -2.129  1.675  -1.171
N  1.215  0.931  -0.897
C  -0.989  -1.187  0.639
C  1.422  -0.413  -0.355
C  -1.143  1.444  -0.615
C  0.108  1.140  0.045
C  0.243  -0.248  0.711
H  -1.820  -0.785  1.241
H  0.918  0.899  -1.861
H  0.570  -0.181  1.745
H  -1.375  -1.297  -0.383
H  0.901  -1.227  -0.825
H  -0.772  -2.195  1.019
H  2.445  -0.516  0.030
H  0.357  1.951  0.719


(4)
# C5H8N2

A 2-piece molecular cluster, C5H8N2 overall (ωB97M-V/def2-TZVPD, the OMol25 dataset).

Computed properties:
Charge: 0
SMILES: CC1=CN1.C=C=N
Energy above the lowest of the compared OMol25 structures with the same formula, charge and spin, kJ/mol: 450.0
Orbital gap, eV: 9.3219
HOMO, eV: -8.38
Molar mass, g mol⁻¹: 96.133

Element x y z (Å)
N  -0.847  -1.414  0.669
N  2.032  -1.252  0.521
C  -1.389  1.013  -0.511
C  2.087  -0.341  -0.289
C  2.197  0.615  -1.190
C  -1.245  -0.451  1.750
C  -1.264  0.027  0.568
H  -1.276  -0.442  2.823
H  1.054  -1.517  0.751
H  -1.489  2.028  -0.119
H  2.224  0.342  -2.238
H  -1.651  -2.010  0.443
H  -2.260  0.778  -1.130
H  2.326  1.651  -0.901
H  -0.501  0.973  -1.148


(5)
# C5H8N2

One molecule with the formula C5H8N2 at a distorted geometry (ωB97M-V/def2-TZVPD, the OMol25 dataset).

Computed properties:
Charge: 0
SMILES: [H]/N=C1\C=C[C@H](C)N1
Energy above the lowest of the compared OMol25 structures with the same formula, charge and spin, kJ/mol: 196.8
Orbital gap, eV: 10.1082
HOMO, eV: -9.16
Molar mass, g mol⁻¹: 96.133

Element x y z (Å)
N  -0.191  0.967  0.124
N  2.157  0.960  0.611
C  1.015  -1.054  -0.155
C  -0.245  -1.347  -0.195
C  1.081  0.380  0.262
C  -2.201  0.171  -0.809
C  -1.104  -0.149  0.278
H  -2.527  1.258  -0.787
H  -0.207  1.767  0.674
H  -1.717  0.164  -1.906
H  -0.815  -2.390  -0.004
H  2.816  0.234  0.595
H  1.932  -1.633  -0.256
H  -3.012  -0.429  -0.972
H  -1.505  -0.465  1.221


(6)
# C5H8N2

C5H8N2 as an isolated structure at a distorted geometry (ωB97M-V/def2-TZVPD, the OMol25 dataset).

Computed properties:
Charge: 0
Energy above the lowest of the compared OMol25 structures with the same formula, charge and spin, kJ/mol: 386.7
Orbital gap, eV: 10.7070
HOMO, eV: -9.90
Molar mass, g mol⁻¹: 96.133

Element x y z (Å)
N  0.442  -0.104  0.588
N  0.696  3.191  -0.878
C  1.442  -1.060  0.793
C  0.593  2.048  -0.720
C  0.541  0.596  -0.625
C  -0.660  -0.280  -0.333
C  -2.020  0.116  0.213
H  1.475  -0.172  -1.205
H  2.304  -0.648  1.333
H  1.925  -1.137  -0.564
H  -1.939  0.989  0.868
H  -2.725  0.341  -0.591
H  -0.659  -1.170  -0.969
H  -2.440  -0.715  0.802
H  1.039  -1.969  1.281


(7)
# C5H8N2

One molecule with the formula C5H8N2 at a distorted geometry (ωB97M-V/def2-TZVPD, the OMol25 dataset).

Computed properties:
Charge: 0
SMILES: C[C@@]1(CC#N)CN1
Energy above the lowest of the compared OMol25 structures with the same formula, charge and spin, kJ/mol: 131.6
Orbital gap, eV: 10.8261
HOMO, eV: -9.98
Molar mass, g mol⁻¹: 96.133

Element x y z (Å)
N  -0.866  -1.404  -0.415
N  2.836  0.963  0.990
C  -1.036  1.147  -0.219
C  -0.423  -1.102  0.965
C  -0.236  -0.132  -0.142
C  2.054  0.507  0.273
C  1.165  -0.072  -0.699
H  -0.524  1.967  0.295
H  -1.866  -1.268  -0.518
H  1.584  -1.051  -0.938
H  -2.020  1.018  0.244
H  1.259  0.536  -1.596
H  -1.205  -0.852  1.695
H  -1.182  1.440  -1.266
H  0.461  -1.697  1.330


(8)
# C5H8N2

C5H8N2 as an isolated structure (ωB97M-V/def2-TZVPD, the OMol25 dataset).

Computed properties:
Charge: 0
Energy above the lowest of the compared OMol25 structures with the same formula, charge and spin, kJ/mol: 522.0
Orbital gap (spin up / spin down), eV: 6.3364 / 7.6622
HOMO (spin up / spin down), eV: -6.25 / -6.93
Molar mass, g mol⁻¹: 96.133

Element x y z (Å)
N  0.870  -1.806  1.615
N  -0.324  2.064  -0.006
C  0.207  -0.809  1.170
C  -0.973  -1.039  -1.873
C  0.742  1.296  0.237
C  0.730  -0.072  -0.175
C  -0.448  -0.667  -0.724
H  1.513  1.676  0.893
H  0.502  -2.114  2.513
H  -1.895  -1.611  -1.934
H  -0.584  -0.250  1.669
H  -0.502  -0.804  -2.835
H  -0.479  2.938  0.469
H  1.699  -0.500  -0.422
H  -1.059  1.698  -0.597


(9)
# C5H8N2

One molecule with the formula C5H8N2 at a distorted geometry (ωB97M-V/def2-TZVPD, the OMol25 dataset).

Computed properties:
Charge: 0
SMILES: C[C@@]1(CC#N)CN1
Energy above the lowest of the compared OMol25 structures with the same formula, charge and spin, kJ/mol: 128.9
Orbital gap, eV: 10.8099
HOMO, eV: -9.98
Molar mass, g mol⁻¹: 96.133

Element x y z (Å)
N  2.971  0.312  1.196
N  -0.770  -1.442  -0.293
C  -1.118  1.101  -0.346
C  -0.220  -0.097  -0.146
C  2.201  0.218  0.338
C  1.196  0.061  -0.720
C  -0.404  -0.957  1.042
H  1.440  -0.821  -1.320
H  -1.232  1.325  -1.414
H  -2.111  0.918  0.079
H  0.462  -1.435  1.499
H  -1.779  -1.400  -0.424
H  -1.181  -0.684  1.754
H  -0.705  1.982  0.156
H  1.250  0.919  -1.400


(10)
# C5H8N2

One molecule with the formula C5H8N2 (ωB97M-V/def2-TZVPD, the OMol25 dataset).

Computed properties:
Charge: 0
SMILES: CCn1ccnc1
Energy above the lowest of the compared OMol25 structures with the same formula, charge and spin, kJ/mol: 12.0
Orbital gap, eV: 9.6401
HOMO, eV: -8.74
Molar mass, g mol⁻¹: 96.133

Element x y z (Å)
N  -1.663  1.581  -1.064
N  -0.186  0.037  -0.451
C  0.351  -1.206  0.081
C  -1.497  0.361  -0.617
C  0.659  -1.129  1.572
C  -0.392  2.083  -1.191
C  0.535  1.150  -0.817
H  -0.241  -0.881  2.142
H  -0.381  -1.994  -0.123
H  1.415  -0.364  1.776
H  1.616  1.164  -0.786
H  -2.292  -0.344  -0.403
H  1.041  -2.091  1.930
H  -0.217  3.085  -1.560
H  1.253  -1.451  -0.490